No. 1
The following is a DFT calculation (the ωB97M-V functional and the def2-TZVPD basis) of a cluster of 2 separate species, C24H27Br2N3O6 in total at a distorted geometry.

```
62
C24H27Br2N3O6 | the OMol25 dataset | the ωB97M-V functional and the def2-TZVPD basis
C -3.367 -0.608 4.580
C -2.113 -1.518 4.196
Br -0.517 -0.407 4.486
C -2.332 -2.029 2.713
Br -2.032 -3.999 2.557
C -1.609 -1.218 1.608
C -2.432 -0.288 0.817
C -1.846 0.504 -0.264
C -2.717 1.524 -1.068
C -2.389 2.965 -0.455
C -2.361 2.980 1.130
C -0.921 2.919 1.773
C -0.752 3.742 3.104
N 0.628 4.337 3.081
C -0.415 0.415 -0.632
C 0.244 1.228 -1.777
C 1.037 2.501 -1.275
O 0.902 3.526 -1.893
C 0.402 -0.509 0.159
C -0.201 -1.290 1.255
C 0.876 -2.159 1.949
O 0.850 -2.887 2.886
N 2.091 -1.833 1.187
O 2.799 -1.102 2.172
C 1.923 -0.891 0.093
O 2.753 -0.531 -0.690
H -3.095 -0.049 5.516
H -3.518 0.135 3.758
H -4.271 -1.230 4.787
H -2.143 -2.406 4.871
H -3.433 -1.914 2.508
H -3.515 -0.173 1.036
H -3.810 1.293 -1.035
H -2.414 1.580 -2.148
H -1.415 3.365 -0.830
H -3.179 3.698 -0.769
H -2.818 3.967 1.441
H -3.058 2.195 1.540
H -0.735 1.835 2.038
H -0.146 3.160 0.991
H -1.544 4.512 3.278
H -0.741 3.004 3.959
H 1.004 4.365 4.030
H 1.230 3.686 2.568
H -0.478 1.512 -2.581
H 1.020 0.560 -2.251
H 1.674 2.409 -0.348
H 3.466 -1.684 2.579
C 4.060 -4.359 -4.270
C 3.947 -3.302 -3.375
C 3.250 -2.159 -3.738
C 2.670 -2.088 -4.992
C 2.780 -3.134 -5.898
C 3.481 -4.274 -5.532
N 1.917 -0.888 -5.348
O 1.878 0.005 -4.520
O 1.373 -0.852 -6.437
H 4.600 -5.255 -3.983
H 4.399 -3.371 -2.392
H 3.165 -1.340 -3.035
H 2.329 -3.076 -6.880
H 3.573 -5.099 -6.228
```

The max |F| is 3.2 eV/Å. Its SMILES is C[C@H](Br)[C@H](Br)c1cc(CCCCCN)c(CC=O)c2c1C(=O)N(O)C2=O.O=[N+]([O-])c1ccccc1. For the total energy, the calculation gives -6694.25478 Eh.

***

No. 2
The following is a DFT calculation (the ωB97M-V functional and the def2-TZVPD basis) of a structure of composition C52H48AsMgN3O5P2S4 at a distorted geometry.

```
116
C52H48AsMgN3O5P2S4 | the OMol25 dataset | the ωB97M-V functional and the def2-TZVPD basis
Mg -0.397 0.921 3.043
C 1.436 -3.427 -6.631
C 1.816 -2.413 -5.522
C 3.065 -1.625 -5.998
C 2.167 -3.088 -4.217
C 2.700 -4.392 -4.164
C 3.089 -4.968 -2.976
C 3.004 -4.221 -1.800
C 2.541 -2.886 -1.786
P 2.255 -2.048 -0.197
C 3.799 -2.380 0.675
C 5.028 -2.545 0.034
C 6.216 -2.488 0.742
C 6.230 -2.359 2.127
C 4.999 -2.247 2.800
C 3.818 -2.313 2.078
C 1.070 -3.180 0.596
C -0.296 -2.917 0.397
C -1.261 -3.802 0.850
C -0.895 -4.984 1.499
C 0.467 -5.251 1.682
C 1.453 -4.378 1.219
C 2.093 -2.350 -3.036
O 1.449 -1.111 -2.994
C 0.582 -0.779 -4.008
C -0.519 0.090 -3.643
C -1.590 0.177 -4.594
C -1.470 -0.388 -5.841
C -0.342 -1.154 -6.173
C 0.658 -1.435 -5.229
P -0.591 0.648 -1.922
C -2.449 0.941 -1.042
C -3.183 2.299 -0.975
C -4.521 2.339 -1.536
C -5.170 1.195 -1.908
C -4.475 -0.046 -2.038
C -3.175 -0.195 -1.618
C 0.200 2.229 -1.973
C -0.074 3.264 -2.872
C 0.740 4.391 -2.842
C 1.897 4.441 -2.023
C 2.056 3.477 -1.031
C 1.247 2.366 -1.040
H 2.375 -3.981 -6.955
H 1.032 -2.889 -7.497
H 0.680 -4.206 -6.312
H 3.950 -2.273 -5.976
H 3.330 -0.753 -5.378
H 2.914 -1.260 -7.057
H 2.797 -4.951 -5.115
H 3.453 -5.973 -2.945
H 3.249 -4.722 -0.870
H 5.021 -2.743 -1.050
H 7.154 -2.569 0.190
H 7.168 -2.279 2.679
H 4.895 -2.109 3.896
H 2.862 -2.219 2.639
H -0.633 -2.003 -0.159
H -2.321 -3.531 0.708
H -1.650 -5.681 1.855
H 0.712 -6.229 2.127
H 2.502 -4.668 1.321
H -2.505 0.726 -4.336
H -2.287 -0.268 -6.548
H -0.191 -1.553 -7.169
H -2.482 3.061 -1.324
H -4.942 3.320 -1.717
H -6.217 1.228 -2.193
H -5.028 -0.924 -2.352
H -2.677 -1.169 -1.611
H -0.851 3.156 -3.656
H 0.526 5.200 -3.527
H 2.591 5.289 -2.090
H 2.782 3.613 -0.239
H 1.405 1.515 -0.331
S 3.501 -1.615 5.612
As 2.304 0.060 5.099
S 2.115 0.552 2.983
S 0.132 -0.217 5.269
S 2.975 1.745 6.232
O -6.766 -2.407 3.149
C -6.368 -1.434 2.457
O -7.100 -0.618 1.793
C -4.931 -1.188 2.396
C -4.068 -1.649 3.454
C -2.787 -1.137 3.527
N -2.282 -0.306 2.595
C -3.026 0.048 1.536
C -4.369 -0.398 1.401
C -2.264 1.014 0.644
O -3.197 2.277 0.572
O -1.037 1.290 1.081
H -4.349 -2.347 4.266
H -2.115 -1.353 4.351
H -4.956 0.056 0.589
C 0.356 5.258 4.882
C 0.603 3.817 4.467
N -0.625 3.203 3.855
C -0.906 3.916 2.577
C -0.934 5.439 2.792
N -0.967 5.704 4.287
C -2.101 4.910 4.928
C -1.753 3.412 4.788
H 1.132 5.973 4.533
H 0.283 5.438 5.976
H 1.024 3.148 5.248
H 1.379 3.781 3.704
H -1.827 3.573 2.099
H -0.089 3.646 1.907
H -1.845 5.902 2.360
H -0.030 5.939 2.391
H -1.094 6.724 4.422
H -3.035 5.235 4.415
H -2.168 5.186 6.004
H -2.631 2.832 4.472
H -1.462 3.023 5.766
```

As for the charge: -2. The max |F| is 3.7 eV/Å. The value obtained for the energy relative to the best compared isomer or geometry (same formula, charge and spin) is 39.1 kcal/mol.

***

No. 3
The following is a DFT calculation (the ωB97M-V functional and the def2-TZVPD basis) of a cluster of 9 separate species, C52H131N9O17 in total at a distorted geometry.

```
209
C52H131N9O17 | the OMol25 dataset | the ωB97M-V functional and the def2-TZVPD basis
C -4.107 2.938 8.114
O -2.952 3.820 8.111
C -2.891 4.733 9.259
C -1.813 5.806 8.895
N -2.190 6.618 7.674
C -3.342 7.481 7.889
C -3.593 8.366 6.642
O -3.765 7.441 5.580
C -4.485 7.909 4.454
H -5.027 3.519 8.053
H -4.081 2.285 8.987
H -4.166 2.264 7.260
H -2.728 4.170 10.178
H -3.794 5.341 9.313
H -0.816 5.369 8.836
H -1.780 6.549 9.692
H -2.596 5.903 7.087
H -3.247 8.142 8.750
H -4.295 6.967 8.012
H -2.802 9.101 6.497
H -4.540 8.899 6.727
H -4.555 7.035 3.807
H -3.830 8.654 4.002
H -5.534 8.096 4.682
C 3.694 0.704 6.566
O 4.179 -0.645 6.404
C 3.644 -1.356 5.338
C 4.378 -2.656 5.162
N 5.699 -2.290 4.802
C 6.590 -3.407 4.905
C 8.058 -2.954 4.884
O 8.290 -2.444 6.213
C 9.563 -2.065 6.500
H 3.839 1.193 5.603
H 4.230 1.260 7.334
H 2.635 0.745 6.821
H 3.715 -0.828 4.386
H 2.587 -1.612 5.406
H 3.774 -3.252 4.478
H 4.340 -3.165 6.126
H 5.948 -1.650 5.542
H 6.416 -4.071 4.058
H 6.519 -4.069 5.768
H 8.211 -2.135 4.182
H 8.784 -3.714 4.594
H 9.676 -1.024 6.197
H 10.276 -2.741 6.028
H 9.709 -2.117 7.579
C -2.430 -3.130 -13.284
O -1.624 -3.573 -12.176
C -0.677 -2.648 -11.736
C 0.306 -3.233 -10.678
N -0.122 -3.208 -9.289
C -1.274 -4.103 -9.057
C -1.652 -4.228 -7.582
O -2.246 -2.985 -7.131
C -2.221 -2.922 -5.740
H -1.940 -3.200 -14.256
H -2.870 -2.139 -13.170
H -3.286 -3.802 -13.338
H -1.020 -1.644 -11.488
H -0.221 -2.279 -12.654
H 1.153 -2.546 -10.687
H 0.615 -4.260 -10.871
H -0.436 -2.261 -9.128
H -1.121 -5.144 -9.341
H -2.113 -3.669 -9.602
H -0.718 -4.508 -7.096
H -2.466 -4.945 -7.478
H -2.964 -3.625 -5.364
H -2.363 -1.937 -5.298
H -1.279 -3.272 -5.316
C -10.326 -3.217 -1.286
O -10.475 -1.846 -1.033
C -9.988 -1.420 0.190
C -8.701 -0.576 -0.072
N -8.980 0.735 -0.652
C -7.864 1.662 -0.652
C -8.176 2.879 -1.613
O -8.113 2.437 -2.978
C -8.384 3.519 -3.843
H -9.299 -3.584 -1.284
H -10.714 -3.517 -2.259
H -10.908 -3.796 -0.570
H -9.813 -2.224 0.905
H -10.723 -0.737 0.616
H -7.861 -1.086 -0.543
H -8.286 -0.439 0.926
H -9.102 0.532 -1.633
H -6.959 1.141 -0.968
H -7.721 2.073 0.347
H -7.404 3.619 -1.404
H -9.132 3.335 -1.358
H -9.434 3.811 -3.858
H -8.101 3.115 -4.815
H -7.708 4.374 -3.799
C 11.073 -7.114 -10.694
O 10.784 -6.000 -9.921
C 9.599 -6.105 -9.150
C 9.705 -5.019 -8.023
N 8.428 -4.805 -7.365
C 8.241 -3.654 -6.446
C 7.027 -3.930 -5.568
O 5.864 -3.426 -6.248
C 4.691 -3.640 -5.433
H 10.310 -7.290 -11.452
H 11.098 -8.017 -10.085
H 12.063 -6.968 -11.126
H 9.464 -7.087 -8.696
H 8.813 -5.899 -9.877
H 10.042 -4.084 -8.469
H 10.459 -5.265 -7.274
H 7.607 -5.106 -7.870
H 8.174 -2.676 -6.923
H 9.075 -3.545 -5.752
H 7.153 -3.363 -4.645
H 6.917 -4.969 -5.257
H 3.904 -3.051 -5.902
H 4.725 -3.245 -4.417
H 4.322 -4.666 -5.425
C 4.462 0.851 -12.629
O 4.767 1.211 -11.266
C 3.692 1.882 -10.573
C 4.006 1.852 -9.055
N 3.024 2.565 -8.266
C 3.338 2.364 -6.827
C 2.584 3.241 -5.849
O 1.327 2.667 -5.774
C 0.669 2.915 -4.496
H 3.806 -0.019 -12.672
H 5.411 0.641 -13.122
H 3.907 1.588 -13.209
H 2.735 1.391 -10.751
H 3.747 2.906 -10.944
H 4.990 2.321 -9.041
H 4.166 0.784 -8.903
H 2.263 1.905 -8.335
H 4.391 2.545 -6.613
H 3.280 1.309 -6.560
H 2.602 4.289 -6.149
H 3.165 3.201 -4.928
H -0.337 2.498 -4.545
H 0.608 3.957 -4.181
H 1.135 2.345 -3.692
C -7.126 -11.049 3.044
O -5.732 -11.003 3.429
C -5.644 -10.923 4.827
C -4.153 -10.827 5.337
N -3.533 -9.515 5.131
C -3.249 -9.257 3.697
C -2.235 -8.103 3.606
O -1.958 -7.669 2.319
C -1.296 -8.544 1.385
H -7.727 -10.210 3.394
H -7.570 -11.936 3.496
H -7.381 -11.145 1.988
H -5.923 -11.919 5.170
H -6.206 -10.069 5.204
H -3.575 -11.633 4.885
H -4.202 -11.050 6.403
H -2.721 -9.259 5.675
H -4.183 -8.926 3.243
H -2.854 -10.149 3.210
H -1.292 -8.483 3.999
H -2.584 -7.249 4.186
H -0.572 -7.982 0.794
H -2.033 -8.939 0.687
H -0.805 -9.388 1.870
C 3.256 7.869 4.349
O 3.102 8.977 5.252
C 2.250 8.717 6.368
C 2.602 9.817 7.395
N 1.960 9.665 8.710
C 2.156 10.837 9.578
C 1.232 10.739 10.832
O -0.177 10.885 10.448
C -0.610 12.140 10.134
H 3.762 7.057 4.872
H 3.734 8.308 3.473
H 2.250 7.493 4.158
H 2.287 7.694 6.745
H 1.229 8.922 6.045
H 2.325 10.779 6.965
H 3.680 9.772 7.548
H 0.993 9.522 8.454
H 1.858 11.721 9.014
H 3.181 10.984 9.919
H 1.568 11.432 11.603
H 1.268 9.731 11.244
H 0.010 12.477 9.304
H -0.553 12.937 10.876
H -1.639 12.020 9.795
C -1.319 3.360 3.320
C -2.599 2.575 2.952
C -2.409 1.035 3.001
O -1.488 0.680 2.028
C -1.422 -0.762 1.870
N -3.557 3.101 3.924
H -1.386 4.447 3.295
H -0.502 3.007 2.691
H -1.026 2.973 4.296
H -2.932 2.854 1.952
H -3.369 0.595 2.731
H -2.164 0.546 3.944
H -0.920 -1.190 2.737
H -0.787 -1.013 1.020
H -2.435 -1.160 1.810
H -3.400 4.098 3.964
H -3.412 2.662 4.822
```

The max |F| is 2.9 eV/Å. The value obtained for the energy relative to the best compared isomer or geometry (same formula, charge and spin) is 129.5 kcal/mol. Its SMILES is COC[C@H](C)N.COCCNCCOC.COCCNCCOC.COCCNCCOC.COCCNCCOC.COCCNCCOC.COCCNCCOC.COCCNCCOC.COCCNCCOC.

***

No. 4
The following is a DFT calculation (the ωB97M-V functional and the def2-TZVPD basis) of a structure of composition C21H64AsF6N4O11 at a distorted geometry.

```
107
C21H64AsF6N4O11 | the OMol25 dataset | the ωB97M-V functional and the def2-TZVPD basis
As -29.130 18.064 -28.478
F -27.611 17.204 -28.129
F -28.173 19.477 -29.124
F -30.693 18.940 -28.822
F -30.117 16.668 -27.902
F -28.939 18.687 -26.805
F -29.142 17.329 -30.104
C -28.085 15.349 -25.532
O -29.424 15.107 -25.879
H -27.839 16.371 -25.823
H -28.087 15.309 -24.443
H -27.354 14.675 -25.978
H -29.673 15.626 -26.647
C -31.131 17.408 -24.170
O -31.590 16.130 -24.573
H -30.756 17.267 -23.157
H -30.417 17.867 -24.853
H -32.027 18.028 -24.144
H -30.904 15.680 -25.072
C -27.710 20.162 -23.414
O -28.182 18.998 -24.011
H -28.461 20.893 -23.116
H -27.251 19.874 -22.468
H -27.015 20.639 -24.104
H -28.507 19.154 -24.901
C -26.443 17.068 -31.451
O -26.811 15.702 -31.267
H -26.711 17.608 -30.542
H -25.361 17.188 -31.496
H -27.069 17.373 -32.290
H -27.761 15.731 -31.132
C -26.089 20.675 -32.611
O -25.892 19.775 -33.446
N -25.651 21.907 -32.625
N -27.058 20.711 -31.739
H -24.977 22.191 -33.322
H -26.096 22.533 -31.970
H -27.400 19.782 -31.536
H -27.282 21.568 -31.254
C -33.476 16.480 -29.277
O -34.487 15.816 -29.385
N -32.788 16.466 -28.180
N -32.909 17.272 -30.137
H -31.818 16.690 -28.351
H -32.963 15.595 -27.698
H -33.502 17.331 -30.953
H -32.199 17.961 -29.935
C -25.143 16.284 -26.382
C -23.708 16.739 -26.809
C -23.672 18.178 -27.224
O -22.697 16.494 -25.815
H -25.541 17.159 -25.868
H -25.050 15.566 -25.567
H -25.664 15.850 -27.235
H -23.508 16.102 -27.671
H -24.588 18.431 -27.759
H -22.874 18.550 -27.867
H -23.512 18.859 -26.389
H -23.019 16.768 -24.953
C -29.607 19.019 -35.396
C -29.163 18.382 -34.081
C -29.652 19.222 -32.894
O -29.478 17.048 -34.174
H -28.974 19.879 -35.616
H -30.624 19.381 -35.243
H -29.625 18.300 -36.215
H -28.076 18.427 -34.022
H -30.731 19.374 -32.897
H -29.314 20.256 -32.963
H -29.231 18.808 -31.977
H -28.810 16.666 -34.748
C -32.021 22.150 -31.725
C -33.336 21.657 -31.079
C -34.439 21.201 -31.928
O -33.039 20.477 -30.351
H -31.167 22.391 -31.092
H -32.199 22.997 -32.388
H -31.662 21.472 -32.499
H -33.698 22.392 -30.361
H -35.318 20.807 -31.418
H -34.212 20.479 -32.712
H -34.722 22.093 -32.488
H -32.155 20.211 -30.612
C -23.747 22.137 -28.109
C -25.152 22.808 -28.131
C -26.230 21.899 -27.515
O -25.048 23.905 -27.262
H -23.361 22.205 -27.093
H -23.124 22.805 -28.704
H -23.811 21.104 -28.451
H -25.491 23.243 -29.071
H -26.282 20.950 -28.050
H -27.188 22.405 -27.637
H -26.261 21.750 -26.436
H -25.074 23.634 -26.342
C -30.265 21.753 -26.592
C -31.062 22.490 -25.503
C -30.950 21.828 -24.090
O -30.398 23.766 -25.490
H -30.328 22.336 -27.511
H -30.709 20.766 -26.720
H -29.202 21.696 -26.356
H -32.106 22.563 -25.808
H -29.966 22.003 -23.655
H -30.947 20.746 -24.222
H -31.710 22.176 -23.390
H -31.042 24.312 -25.034
```

Its expectation value of S² is 0.7593. The max |F| is 4.7 eV/Å. Its spin multiplicity is 2. For the total energy, the calculation gives -4720.00506 Eh.